Entry a
The following is a quantum chemistry calculation of 2 unconnected molecules or ions with the total composition C6H14, from OMol25.

Atoms and positions in Å:
C1 -0.230 -2.680 0.934
C2 -0.575 -1.202 0.772
C3 0.646 -0.343 0.432
C4 0.518 1.112 0.668
C5 1.489 1.917 -0.120
C6 -1.387 1.400 -1.437
H1 0.241 -3.081 0.028
H2 -1.123 -3.280 1.138
H3 0.471 -2.829 1.764
H4 -1.322 -1.082 -0.024
H5 -1.031 -0.807 1.686
H6 1.089 -0.644 -0.537
H7 1.432 -0.544 1.192
H8 -1.210 1.516 -0.359
H9 1.109 2.923 -0.331
H10 2.314 2.068 0.596
H11 1.908 1.464 -1.036
H12 -1.309 2.380 -1.915
H13 -0.644 0.724 -1.870
H14 -2.387 0.987 -1.583

Values from the calculation:
**Total charge**: 0
**HOMO energy**: -8.128 eV
**LUMO energy**: 0.02010 Ha
**Kohn-Sham gap**: 0.319 hartree



Entry b
The following is a quantum chemistry calculation of 2 unconnected molecules or ions with the total composition C6H14, from OMol25.

Atoms and positions in Å:
C1 -2.661 -0.440 1.293
C2 -2.908 -0.276 -0.001
C3 -1.848 -0.036 -1.021
H1 -3.449 -0.464 2.034
H2 -1.642 -0.563 1.648
H3 -3.930 -0.437 -0.333
H4 -1.731 1.013 -1.305
H5 -1.974 -0.622 -1.932
H6 -0.878 -0.297 -0.606
C4 1.556 -0.059 -1.214
C5 1.936 -0.342 0.240
C6 2.283 0.914 1.059
H7 2.384 -0.170 -1.905
H8 0.818 -0.811 -1.505
H9 1.003 0.875 -1.312
H10 1.156 -0.865 0.800
H11 2.753 -1.067 0.215
H12 3.062 0.679 1.785
H13 1.409 1.240 1.618
H14 2.660 1.728 0.442

Values from the calculation:
**Total charge**: 0
**HOMO energy**: -9.550 eV
**LUMO energy**: 0.04247 Ha
**Kohn-Sham gap**: 0.393 hartree
**SMILES**: C=CC.CCC



Most stable to least stable, the ends of the list are entry b and entry a.



Entry a
The following is a quantum chemistry calculation of a single C6H14 molecule, from OMol25.

Atoms and positions in Å:
C1 -1.960 0.521 0.957
C2 -1.622 -0.820 0.267
C3 -0.109 -0.989 -0.030
C4 0.843 0.198 0.130
C5 2.248 -0.462 -0.075
C6 0.668 1.244 -0.954
H1 -2.940 0.866 0.622
H2 -1.927 0.494 2.043
H3 -1.268 1.320 0.681
H4 -2.274 -0.909 -0.564
H5 -1.925 -1.576 0.994
H6 -0.077 -1.388 -1.060
H7 0.231 -1.919 0.413
H8 0.746 0.638 1.093
H9 2.440 -1.456 0.315
H10 2.997 0.302 0.060
H11 2.205 -0.715 -1.143
H12 0.003 2.051 -0.631
H13 1.567 1.751 -1.294
H14 0.154 0.849 -1.826

Values from the calculation:
**Total charge**: 0
**HOMO energy**: -10.753 eV
**LUMO energy**: 0.04337 Ha
**Kohn-Sham gap**: 0.439 hartree
**SMILES**: CCCC(C)C



Entry b
The following is a quantum chemistry calculation of a single C6H14 molecule, from OMol25.

Atoms and positions in Å:
C1 0.197 -2.864 -1.453
C2 -0.387 -1.498 -1.099
C3 0.496 -0.586 -0.307
C4 -0.312 0.591 0.207
C5 0.535 1.575 0.998
C6 -0.252 2.798 1.449
H1 0.027 -3.296 -2.447
H2 1.124 -3.200 -0.971
H3 -0.693 -2.946 -0.757
H4 -0.903 -1.074 -1.954
H5 -1.363 -1.722 -0.307
H6 1.342 -0.248 -0.918
H7 0.929 -1.159 0.529
H8 -1.144 0.219 0.825
H9 -0.776 1.099 -0.651
H10 0.962 1.059 1.869
H11 1.386 1.887 0.377
H12 -0.657 3.341 0.587
H13 0.379 3.489 2.017
H14 -1.096 2.509 2.087

Values from the calculation:
**Total charge**: 0
**HOMO energy**: -9.110 eV
**LUMO energy**: 0.04399 Ha
**Kohn-Sham gap**: 0.379 hartree
**SMILES**: CCCCCC



Most stable to least stable, the ends of the list are entry a and entry b.



Entry a
The following is a quantum chemistry calculation of a single C22H29N3O5S molecule, from OMol25.

Atoms and positions in Å:
C1 0.717 2.757 5.778
O1 0.822 1.355 5.711
C2 0.315 0.715 4.618
C3 -0.287 1.371 3.555
C4 -0.796 0.644 2.491
C5 -1.426 1.353 1.319
S1 -3.226 0.948 1.311
C6 -3.596 1.109 -0.473
C7 -3.393 -0.235 -1.114
O2 -4.285 -0.942 -1.518
N1 -2.089 -0.652 -1.200
C8 -0.948 0.077 -0.914
C9 -0.698 0.981 0.074
C10 0.658 1.475 -0.128
O3 1.324 2.256 0.519
N2 1.080 0.862 -1.292
N3 0.161 -0.089 -1.722
C11 0.081 -0.357 -3.155
C12 -0.226 0.929 -3.935
C13 -0.772 0.639 -5.333
C14 0.294 0.478 -6.421
C15 1.576 -0.244 -5.995
C16 1.365 -1.451 -5.079
C17 1.357 -1.074 -3.598
C18 -0.713 -0.732 2.499
C19 -0.104 -1.416 3.552
O4 -0.105 -2.766 3.392
C20 0.393 -3.630 4.391
C21 0.430 -0.690 4.622
O5 1.017 -1.339 5.694
C22 2.382 -1.050 5.921
H1 1.258 3.239 4.958
H2 1.172 3.038 6.727
H3 -0.328 3.081 5.768
H4 -0.359 2.445 3.539
H5 -1.345 2.436 1.461
H6 -2.947 1.878 -0.890
H7 -4.642 1.398 -0.555
H8 -1.962 -1.562 -1.624
H9 2.053 0.742 -1.527
H10 -0.760 -1.044 -3.290
H11 0.662 1.559 -3.993
H12 -0.982 1.481 -3.370
H13 -1.432 1.456 -5.633
H14 -1.390 -0.260 -5.287
H15 -0.160 -0.061 -7.255
H16 0.577 1.465 -6.794
H17 2.245 0.460 -5.496
H18 2.085 -0.570 -6.904
H19 0.442 -1.968 -5.343
H20 2.188 -2.152 -5.234
H21 2.224 -0.440 -3.400
H22 1.462 -1.977 -2.992
H23 -1.120 -1.320 1.692
H24 -0.077 -3.443 5.357
H25 0.141 -4.634 4.046
H26 1.478 -3.548 4.494
H27 2.693 -1.717 6.724
H28 2.982 -1.251 5.025
H29 2.532 -0.014 6.228

Values from the calculation:
**Total charge**: 0
**HOMO energy**: -8.061 eV
**LUMO energy**: 0.02010 Ha
**Kohn-Sham gap**: 0.316 hartree
**SMILES**: COc1cc([C@@H]2SCC(=O)Nc3c2c(=O)[nH]n3C2CCCCCC2)cc(OC)c1OC



Entry b
The following is a quantum chemistry calculation of a single C22H29N3O5S molecule, from OMol25.

Atoms and positions in Å:
C1 8.061 -2.101 0.754
O1 7.570 -0.791 0.604
C2 6.242 -0.618 0.373
C3 5.317 -1.644 0.218
C4 3.983 -1.338 0.010
C5 3.540 -0.027 -0.073
N1 2.174 0.299 -0.200
C6 1.324 -0.484 -1.068
C7 0.131 0.413 -1.401
O2 0.287 1.625 -1.430
N2 -1.043 -0.160 -1.716
C8 -1.391 -1.556 -1.573
C9 -2.108 -1.763 -0.237
N3 -3.314 -0.950 -0.229
C10 -4.111 -1.173 0.966
C11 -5.465 -0.528 0.840
C12 -6.196 -0.684 -0.332
C13 -7.445 -0.105 -0.462
C14 -7.982 0.632 0.581
C15 -7.261 0.790 1.751
C16 -6.007 0.216 1.878
C17 -2.957 0.454 -0.370
C18 -2.237 0.667 -1.700
S1 1.421 0.739 1.252
C19 1.312 2.533 1.236
O3 2.257 0.339 2.345
O4 0.088 0.192 1.216
C20 4.480 1.008 0.034
O5 4.141 2.336 -0.056
C21 3.528 2.734 -1.277
C22 5.810 0.702 0.266
H1 7.583 -2.616 1.593
H2 7.924 -2.689 -0.160
H3 9.126 -1.995 0.956
H4 5.611 -2.679 0.279
H5 3.268 -2.142 -0.071
H6 1.001 -1.406 -0.577
H7 1.875 -0.720 -1.983
H8 -0.516 -2.196 -1.656
H9 -2.079 -1.803 -2.389
H10 -2.391 -2.813 -0.128
H11 -1.425 -1.482 0.581
H12 -3.598 -0.807 1.872
H13 -4.248 -2.255 1.073
H14 -5.767 -1.256 -1.140
H15 -8.004 -0.230 -1.379
H16 -8.959 1.082 0.480
H17 -7.674 1.365 2.567
H18 -5.446 0.347 2.793
H19 -3.872 1.049 -0.343
H20 -2.288 0.777 0.445
H21 -1.936 1.708 -1.813
H22 -2.880 0.371 -2.532
H23 2.322 2.919 1.252
H24 0.767 2.821 2.126
H25 0.781 2.815 0.336
H26 3.436 3.817 -1.216
H27 2.541 2.288 -1.411
H28 4.168 2.472 -2.125
H29 6.527 1.501 0.369

Values from the calculation:
**Total charge**: 0
**HOMO energy**: -8.394 eV
**LUMO energy**: 0.02462 Ha
**Kohn-Sham gap**: 0.333 hartree
**SMILES**: COc1ccc(N(CC(=O)N2CCN(Cc3ccccc3)CC2)S(C)(=O)=O)c(OC)c1



Most stable to least stable, the ends of the list are entry b and entry a.